Entry from OMol25: a structure of composition C28H27N7O4S3Ti (wB97M-V/def2-TZVPD).

```
70
Properties=species:S:1:pos:R:3:forces:R:3
Ti -0.489 0.070 0.199 -0.08 0.05 0.31
C -2.436 1.936 2.954 0.02 -0.02 0.00
C -1.620 0.868 3.670 0.00 0.00 0.01
S -1.349 -0.673 2.773 0.00 0.01 -0.02
C -2.997 -1.415 2.691 -0.04 0.01 -0.02
C -3.940 -0.812 1.656 0.02 -0.02 0.03
S -3.129 -0.670 0.041 0.01 -0.03 0.02
C -3.769 0.907 -0.565 0.03 0.05 0.01
C -3.604 2.091 0.383 -0.01 -0.05 -0.02
S -1.977 2.183 1.205 -0.03 -0.02 -0.05
H -2.299 2.888 3.467 0.01 0.00 0.00
H -3.496 1.705 3.000 -0.01 0.00 -0.01
H -2.080 0.630 4.631 0.00 -0.01 0.00
H -0.613 1.225 3.886 -0.01 0.00 -0.01
H -3.438 -1.375 3.687 0.00 0.00 0.00
H -2.811 -2.468 2.474 0.01 0.00 -0.01
H -4.301 0.161 1.975 0.01 0.01 -0.02
H -4.809 -1.460 1.542 0.00 0.00 0.01
H -4.820 0.792 -0.833 -0.01 0.00 0.01
H -3.210 1.089 -1.482 0.00 0.00 0.00
H -4.356 2.093 1.170 0.00 0.00 -0.01
H -3.707 3.006 -0.192 0.01 0.01 -0.02
O 0.525 -6.988 -2.813 0.05 -0.07 0.00
C 0.027 -6.841 -1.588 -0.08 -0.04 0.05
O -0.555 -7.721 -1.015 0.01 0.02 -0.03
C 0.238 -5.501 -0.939 0.11 0.01 -0.02
C 1.481 -4.881 -0.949 -0.03 -0.01 -0.01
C 1.652 -3.651 -0.335 0.01 0.02 0.03
C 0.562 -3.035 0.265 -0.03 0.10 -0.10
C -0.687 -3.638 0.258 -0.03 -0.03 0.01
C -0.839 -4.887 -0.314 -0.07 0.03 0.05
N 0.694 -1.727 0.824 -0.06 -0.10 0.08
C 1.661 -1.501 1.617 0.03 0.16 -0.02
C 1.910 -0.142 2.121 -0.03 -0.06 -0.11
C 3.036 0.131 2.877 -0.01 0.04 0.05
C 3.289 1.444 3.251 0.02 -0.05 0.01
C 2.412 2.431 2.845 -0.03 0.03 -0.01
C 1.299 2.074 2.093 0.00 0.02 0.02
N 1.040 0.817 1.748 -0.06 -0.08 -0.08
H 0.751 -6.127 -3.225 -0.03 0.02 -0.02
H 2.313 -5.349 -1.457 0.00 0.00 0.01
H 2.609 -3.146 -0.375 0.00 0.00 0.00
H -1.537 -3.126 0.692 0.01 0.00 0.00
H -1.799 -5.387 -0.300 0.01 -0.01 -0.01
H 2.343 -2.293 1.923 0.01 0.00 -0.02
H 3.707 -0.672 3.152 0.00 0.00 0.01
H 4.164 1.690 3.837 0.00 0.00 0.00
H 2.579 3.469 3.094 -0.01 0.00 0.00
H 0.597 2.823 1.747 0.01 0.01 0.00
N -0.852 -0.966 -1.625 0.03 0.00 0.00
C -0.337 -1.401 -2.576 -0.22 -0.18 -0.05
C 0.246 -1.871 -3.727 0.08 0.21 0.08
C 0.613 -0.905 -4.703 0.08 -0.25 -0.14
N 0.920 -0.122 -5.490 -0.05 0.11 0.09
C 0.532 -3.249 -3.854 -0.06 0.04 -0.02
N 0.740 -4.380 -3.905 0.04 0.04 -0.01
C -0.691 4.244 -3.933 0.00 -0.01 0.00
N -0.108 3.211 -3.072 0.01 -0.01 -0.04
C 1.134 2.738 -3.351 -0.04 0.03 -0.02
C 1.734 1.783 -2.610 -0.02 -0.03 0.03
C 0.961 1.268 -1.540 0.07 -0.03 -0.03
O 1.315 0.306 -0.775 0.26 0.07 -0.05
N -0.269 1.727 -1.265 0.11 0.04 0.03
C -0.860 2.710 -2.008 -0.02 0.00 0.07
O -1.977 3.140 -1.765 -0.03 -0.03 -0.01
H -0.723 3.887 -4.960 0.00 0.00 0.00
H -0.095 5.154 -3.876 0.00 0.00 0.00
H -1.696 4.446 -3.585 0.00 0.00 0.00
H 1.606 3.168 -4.225 0.00 0.00 0.00
H 2.701 1.376 -2.855 0.01 0.01 0.00
```
Positions in Å, forces in eV/Å.

Frontier orbital gap (spin up / spin down) = 6.52 / 6.56 eV
Spin multiplicity = 2
Energy above the lowest of the compared OMol25 structures with the same formula, charge and spin = 0.028 eV
Charge = +1
<S²> = 0.75